C44H61N11O5PRbS2 | the ωB97M-V functional and the def2-TZVPD basis

```
! wB97M-V def2-TZVPD RIJCOSX def2/J DEFGRID3
* xyz 0 1
Rb -0.580 -1.475 -0.107
C 1.478 1.614 0.353
C 0.620 2.249 -0.704
C 0.804 3.621 -1.000
C -0.041 4.220 -1.881
C -1.073 3.471 -2.492
C -1.999 4.065 -3.372
C -2.968 3.288 -3.946
C -3.036 1.915 -3.677
C -2.159 1.273 -2.810
S -2.297 -0.432 -2.535
C -1.149 2.083 -2.181
N -0.298 1.516 -1.281
H 2.518 1.910 0.233
H 1.414 0.533 0.317
H 1.156 1.944 1.346
H 1.600 4.180 -0.520
H 0.059 5.273 -2.120
H -1.930 5.127 -3.576
H -3.690 3.733 -4.620
H -3.796 1.309 -4.153
C 2.187 1.173 5.309
N 1.392 0.280 4.479
C 1.715 -0.382 3.358
N 0.670 -1.051 2.914
C -0.292 -0.758 3.827
N 0.102 0.038 4.794
C 2.244 2.620 4.854
C 1.621 3.590 5.627
C 1.657 4.925 5.258
C 2.298 5.310 4.100
C 2.904 4.349 3.295
C 2.887 3.003 3.677
C 3.511 4.780 2.040
N 3.666 5.987 1.605
N 4.217 5.895 0.349
C 4.341 4.638 0.090
O 3.936 3.867 1.134
C 4.778 4.002 -1.146
C 5.256 4.774 -2.199
C 5.635 4.152 -3.376
C 5.518 2.777 -3.514
C 5.021 2.006 -2.470
C 4.869 0.513 -2.653
N 4.349 -0.142 -1.476
C 3.090 -0.179 -1.022
N 3.040 -0.823 0.127
C 4.338 -1.173 0.328
N 5.165 -0.781 -0.616
C 4.668 2.622 -1.283
H 3.193 0.755 5.356
H 1.739 1.131 6.298
H 2.692 -0.365 2.900
H -1.288 -1.166 3.776
H 1.110 3.299 6.537
H 1.172 5.669 5.876
H 2.324 6.345 3.785
H 3.373 2.266 3.050
H 5.321 5.847 -2.078
H 6.018 4.741 -4.199
H 5.809 2.299 -4.443
H 5.835 0.059 -2.867
H 4.200 0.305 -3.490
H 2.248 0.248 -1.549
H 4.669 -1.741 1.181
H 4.299 2.039 -0.450
O -2.290 -3.477 1.883
H -1.947 -3.868 1.062
H -2.984 -2.873 1.596
O 1.487 -3.667 1.422
H 2.083 -3.038 1.010
H 1.078 -3.161 2.139
C 0.846 -3.957 -3.599
S 0.096 -2.431 -2.962
C 0.421 -1.448 -4.433
O 1.086 -1.933 -1.957
H 0.301 -4.286 -4.484
H 0.763 -4.701 -2.808
H 1.894 -3.767 -3.828
H -0.106 -1.872 -5.287
H 1.499 -1.428 -4.595
H 0.038 -0.452 -4.220
C -3.446 -3.997 -2.760
N -2.933 -5.231 -2.186
C -3.603 -6.454 -2.592
C -2.684 -7.642 -2.393
C -2.219 -7.630 -0.951
N -1.563 -6.367 -0.666
C -0.610 -6.344 0.432
C -1.989 -5.185 -1.205
O -1.506 -4.107 -0.832
H -3.285 -3.989 -3.840
H -2.937 -3.142 -2.328
H -4.518 -3.906 -2.568
H -3.891 -6.351 -3.639
H -4.525 -6.592 -2.012
H -1.817 -7.543 -3.051
H -3.200 -8.572 -2.630
H -1.505 -8.433 -0.762
H -3.073 -7.784 -0.279
H 0.102 -7.161 0.302
H -1.110 -6.466 1.397
H -0.068 -5.403 0.437
C -4.366 -0.833 3.691
C -3.717 0.483 3.262
P -2.959 0.360 1.575
C -4.459 0.335 0.492
C -5.469 1.473 0.611
C -2.323 2.092 1.322
C -2.863 3.224 2.194
H -4.735 -0.766 4.716
H -3.654 -1.661 3.646
H -5.212 -1.088 3.050
H -2.909 0.738 3.954
H -4.444 1.295 3.301
H -4.949 -0.626 0.680
H -4.069 0.279 -0.529
H -5.888 1.550 1.616
H -6.297 1.309 -0.081
H -5.014 2.429 0.352
H -2.481 2.310 0.262
H -1.240 2.035 1.457
H -3.942 3.341 2.105
H -2.400 4.166 1.892
H -2.626 3.062 3.246
*
```

For the LUMO energy, the calculation gives -0.15 eV. As for the HOMO-LUMO gap: 5.9 eV. The value obtained for the max |F| is 0.02602 hartree/bohr. The HOMO energy is -6.053 eV.